ORCA calculation (ωB97M-V/def2-TZVPD) on a structure of composition C6H12O.

Output
- E (hartree) = -310.86448
- lowest unoccupied orbital energy (alpha / beta) (Ha) = 0.0186 / 0.0186
- energy relative to the best compared isomer or geometry (same formula, charge and spin) (kcal/mol) = 122.2
- molecular weight (g mol⁻¹) = 100.161
- frontier orbital gap (alpha / beta) (eV) = 7.4 / 7.4
- total charge = 0

Geometry as XYZ:
```
19
C6H12O | the OMol25 dataset | ωB97M-V/def2-TZVPD
C -1.52 -0.29 -1.28
C -0.33 0.40 -0.62
C 0.66 0.94 -1.65
C 0.35 -0.57 0.35
C 1.27 -0.04 1.31
C -0.49 -1.01 1.58
O 0.03 -0.03 2.71
H -2.18 -0.72 -0.52
H -2.10 0.41 -1.90
H -1.18 -1.10 -1.94
H -0.71 1.24 -0.02
H 0.18 1.66 -2.31
H 1.05 0.12 -2.27
H 1.52 1.43 -1.17
H 0.72 -1.47 -0.15
H 2.02 -0.69 1.75
H 1.47 1.03 1.41
H -0.15 -1.97 1.98
H -0.62 0.68 2.73
```

Löwdin atomic charge list, values in e, 2 entries: C -0.082; C -0.423



ORCA calculation (ωB97M-V/def2-TZVPD) on a cluster of 2 separate species, C11H17NOS in total in a non-equilibrium geometry.

Output
- E (hartree) = -957.33174
- lowest unoccupied orbital energy (Ha) = 0.0249
- energy relative to the best compared isomer or geometry (same formula, charge and spin) (kcal/mol) = 123.8
- molecular weight (g mol⁻¹) = 211.330
- frontier orbital gap (eV) = 8.1
- total charge = 0

Geometry as XYZ:
```
31
C11H17NOS | the OMol25 dataset | ωB97M-V/def2-TZVPD
C -0.27 3.93 -0.73
C -1.06 3.59 0.35
C 0.76 3.12 -1.12
C -0.86 2.41 0.98
C 0.95 1.92 -0.47
C 0.11 1.49 0.53
C 1.01 -1.84 1.94
C 2.33 0.20 1.93
C -1.83 -3.59 -2.47
C -1.38 -1.26 -1.23
C 0.02 0.10 0.94
N 1.04 -0.44 1.59
O -0.16 -3.42 -0.40
S -1.53 -2.98 -0.77
H -0.49 4.74 -1.43
H -1.71 4.28 0.81
H 1.59 3.45 -1.84
H -1.54 2.14 1.74
H 1.62 1.16 -0.88
H 1.02 -2.43 1.00
H 1.99 -2.18 2.36
H 0.09 -2.09 2.54
H 3.07 -0.45 1.49
H 2.35 1.18 1.58
H 2.52 0.37 3.01
H -1.38 -2.86 -3.06
H -2.93 -3.40 -2.64
H -1.59 -4.65 -2.41
H -0.59 -0.77 -0.37
H -2.42 -0.75 -0.98
H -0.71 -0.97 -1.99
```

Löwdin atomic charge list, values in e, 2 entries: C -0.105; C -0.084



ORCA calculation (ωB97M-V/def2-TZVPD) on a cluster of 2 separate species, C8H10N2Si in total in a non-equilibrium geometry.

Output
- E (hartree) = -709.73162
- lowest unoccupied orbital energy (Ha) = -0.0205
- energy relative to the best compared isomer or geometry (same formula, charge and spin) (kcal/mol) = 81.3
- molecular weight (g mol⁻¹) = 162.268
- frontier orbital gap (eV) = 6.9
- total charge = 0

Geometry as XYZ:
```
21
C8H10N2Si | the OMol25 dataset | ωB97M-V/def2-TZVPD
C -1.16 2.06 2.13
C -0.13 3.00 1.69
C 0.95 -2.84 0.44
C 0.17 -3.54 -0.50
C -1.26 1.11 1.12
C 0.25 2.62 0.49
C 1.07 -1.57 -0.05
C -0.30 -2.65 -1.40
N -0.42 1.49 0.09
N 0.30 -1.46 -1.11
Si -0.39 0.89 -1.61
H -1.66 1.84 3.13
H 0.35 3.75 2.31
H 1.59 -3.24 1.16
H -0.07 -4.51 -0.51
H -2.11 0.35 0.98
H 0.90 2.92 -0.26
H 1.67 -0.79 0.20
H -0.93 -2.83 -2.22
H -1.57 0.39 -2.28
H 0.59 1.82 -2.16
```

Löwdin atomic charge list, values in e, 2 entries: C -0.074; C -0.088



ORCA calculation (ωB97M-V/def2-TZVPD) on a cluster of 2 separate species, CH3F2O2P in total in a non-equilibrium geometry.

Output
- E (hartree) = -731.51923
- lowest unoccupied orbital energy (Ha) = 0.0039
- energy relative to the best compared isomer or geometry (same formula, charge and spin) (kcal/mol) = 48.8
- molecular weight (g mol⁻¹) = 116.003
- structure (SMILES) = OP(F)F.C=O
- frontier orbital gap (eV) = 11.1
- total charge = 0

Geometry as XYZ:
```
9
CH3F2O2P | the OMol25 dataset | ωB97M-V/def2-TZVPD
C -1.74 -0.80 -1.63
O 0.51 0.91 1.43
O -1.59 -0.21 -0.60
F 2.76 1.04 0.35
F 2.46 0.54 2.55
P 1.75 -0.04 1.20
H -0.30 0.69 1.05
H -2.81 -0.76 -2.20
H -1.04 -1.37 -2.14
```

Löwdin atomic charge list, values in e, 2 entries: C -0.116; O -0.219



ORCA calculation (ωB97M-V/def2-TZVPD) on a cluster of 2 separate species, BrH2NOS in total in a non-equilibrium geometry.

Output
- E (hartree) = -3103.27112
- lowest unoccupied orbital energy (alpha / beta) (Ha) = -0.0515 / -0.0385
- energy relative to the best compared isomer or geometry (same formula, charge and spin) (kcal/mol) = 63.1
- molecular weight (g mol⁻¹) = 143.993
- frontier orbital gap (alpha / beta) (eV) = 8.7 / 7.8
- total charge = 0

Geometry as XYZ:
```
6
BrH2NOS | the OMol25 dataset | ωB97M-V/def2-TZVPD
N -1.14 -0.55 0.17
O -4.26 2.28 0.54
S -4.53 1.34 -0.54
Br -3.77 -0.62 0.02
H -1.39 -0.08 1.01
H -0.32 -1.11 0.33
```

Löwdin atomic charge list, values in e, 2 entries: N -0.048; O -0.638



ORCA calculation (ωB97M-V/def2-TZVPD) on a structure of composition H26O15V in a non-equilibrium geometry.

Output
- E (hartree) = -2087.96400
- lowest unoccupied orbital energy (Ha) = -0.1799
- energy relative to the best compared isomer or geometry (same formula, charge and spin) (kcal/mol) = 9.3
- molecular weight (g mol⁻¹) = 317.137
- frontier orbital gap (eV) = 7.7
- total charge = +1

Geometry as XYZ:
```
42
H26O15V | the OMol25 dataset | ωB97M-V/def2-TZVPD
O -1.53 -8.98 19.92
V -0.77 -8.65 21.28
O -1.85 -7.63 21.99
O -0.57 -7.52 17.85
H -0.36 -8.43 17.92
H -1.26 -7.58 17.19
O 0.35 -10.20 17.93
H -0.40 -10.81 17.96
H 0.70 -10.29 17.06
O -3.31 -5.63 22.36
H -2.78 -6.32 22.13
H -2.71 -5.02 22.78
O -2.34 -5.88 19.08
H -3.04 -6.51 19.34
H -1.76 -6.43 18.58
O 0.39 -8.66 23.00
H 0.33 -7.85 23.52
H 0.36 -9.43 23.57
O -2.97 -9.59 17.99
H -3.70 -8.92 17.84
H -2.46 -9.29 18.73
O 0.76 -7.32 20.51
H 1.58 -7.11 20.94
H 0.88 -6.88 19.64
O -0.60 -4.68 20.83
H -0.44 -5.20 21.61
H -1.19 -5.28 20.26
O -3.91 -8.14 20.55
H -4.58 -8.74 20.36
H -3.88 -8.11 21.47
O -2.16 -9.23 24.90
H -2.21 -9.46 23.98
H -2.34 -8.27 24.84
O 0.51 -10.31 20.87
H 0.03 -10.70 20.15
H 1.27 -10.88 21.07
O -0.29 -5.89 23.33
H 0.65 -5.85 23.58
H -0.81 -6.10 24.14
O -1.93 -10.28 22.17
H -1.34 -11.04 22.29
H -2.58 -10.62 21.54
```

Löwdin atomic charge list, values in e, 2 entries: O -0.297; V 0.970



ORCA calculation (ωB97M-V/def2-TZVPD) on a structure of composition C13H25BrNO9S2 in a non-equilibrium geometry.

Output
- E (hartree) = -4612.32964
- lowest unoccupied orbital energy (Ha) = -0.2210
- energy relative to the best compared isomer or geometry (same formula, charge and spin) (kcal/mol) = 0.0
- molecular weight (g mol⁻¹) = 483.379
- frontier orbital gap (eV) = 6.3
- total charge = +1

Geometry as XYZ:
```
51
C13H25BrNO9S2 | the OMol25 dataset | ωB97M-V/def2-TZVPD
S 0.73 3.67 -0.13
C -0.61 4.37 -0.05
N -1.78 4.71 0.24
S -2.86 3.69 -0.53
Br -4.81 4.30 0.09
H -2.66 2.53 0.14
C 3.56 -3.26 0.85
C 2.60 -3.24 -0.32
O 1.33 -2.65 0.02
C 1.30 -1.34 0.11
O 2.21 -0.58 -0.09
O 0.06 -0.97 0.47
C -0.06 0.42 0.69
H 3.11 -3.76 1.71
H 4.47 -3.78 0.58
H 3.82 -2.25 1.16
H 2.36 -4.26 -0.62
H 3.02 -2.73 -1.18
H 0.28 0.97 -0.19
H 0.50 0.73 1.57
H -1.12 0.62 0.86
C -3.93 4.35 -8.07
C -3.60 3.03 -7.41
O -2.31 3.06 -6.75
C -2.26 3.70 -5.60
O -3.18 4.21 -5.02
O -1.00 3.64 -5.15
C -0.81 4.38 -3.95
H -3.14 4.64 -8.76
H -4.87 4.27 -8.62
H -4.04 5.15 -7.33
H -3.51 2.25 -8.16
H -4.37 2.73 -6.69
H -1.52 4.08 -3.18
H -0.90 5.44 -4.15
H 0.20 4.17 -3.61
C 2.34 -4.10 8.01
C 2.21 -5.09 6.88
O 1.14 -4.75 5.98
C 1.39 -3.76 5.14
O 2.42 -3.15 5.04
O 0.30 -3.56 4.39
C 0.42 -2.47 3.48
H 1.39 -4.00 8.54
H 3.10 -4.44 8.71
H 2.63 -3.12 7.64
H 1.94 -6.07 7.27
H 3.14 -5.20 6.32
H 1.30 -2.58 2.85
H 0.46 -1.53 4.03
H -0.46 -2.48 2.85
```

Löwdin atomic charge list, values in e, 2 entries: S 1.015; C -0.835